{
  "formula": "C7H11BO4",
  "method": "ωB97M-V/def2-TZVPD",
  "largest_force_ev_per_a": 1.5,
  "homo_energy_ev": [-8.10, -8.22],
  "multiplicity": 1,
  "species": ["B", "C", "C", "C", "C", "C", "C", "C", "O", "O", "O", "O", "H", "H", "H", "H", "H", "H", "H", "H", "H", "H", "H"],
  "coordinates": [[-2.010, -1.653, 0.834], [-0.987, -1.509, -0.286], [0.319, 0.766, -0.813], [0.345, 1.531, 0.369], [0.084, -2.209, -0.921], [1.387, -0.099, -1.315], [0.850, -1.376, -1.971], [0.776, 3.647, 1.299], [-0.236, 1.217, 1.409], [-1.945, -0.860, 1.927], [-3.015, -2.569, 0.689], [0.933, 2.748, 0.213], [0.786, -2.652, -0.198], [-0.406, -3.067, -1.408], [1.872, 0.511, -2.089], [2.150, -0.353, -0.567], [1.676, -1.959, -2.385], [0.160, -1.106, -2.770], [-0.276, 3.725, 1.583], [1.150, 4.608, 0.952], [1.349, 3.303, 2.165], [-1.313, -0.121, 1.877], [-3.651, -2.523, 1.405]]
}

---

{
  "formula": "C5H4Cl3FIN4",
  "method": "ωB97M-V/def2-TZVPD",
  "largest_force_ev_per_a": 1.9,
  "total_charge": 1,
  "homo_energy_ev": -13.39,
  "multiplicity": 1,
  "species": ["C", "C", "N", "C", "N", "F", "N", "C", "N", "I", "H", "H", "H", "C", "Cl", "Cl", "Cl", "H"],
  "coordinates": [[1.407, 2.436, 2.885], [1.296, 1.450, 2.227], [0.855, 0.385, 1.500], [0.695, -0.908, 1.827], [0.980, -1.470, 2.989], [1.466, -0.765, 4.021], [0.195, -1.564, 0.768], [0.045, -0.666, -0.184], [0.442, 0.551, 0.198], [0.477, 2.318, -0.813], [1.386, 3.304, 3.502], [0.835, -2.462, 3.113], [-0.372, -0.851, -1.189], [-1.904, -0.281, -4.313], [-2.736, 1.128, -3.662], [-0.896, -1.039, -3.050], [-3.040, -1.444, -4.967], [-1.245, 0.045, -5.107]]
}

---

{
  "formula": "C57H60BrN3O6P2S3",
  "method": "ωB97M-V/def2-TZVPD",
  "smiles": "CCCCN(CCCCc1c([PH2]=N)ccc2c1Nc1c([PH2]=O)c(OCC)cc(CCCBr)c1S2)C(=S)SCCC.O=C1c2ccccc2C(=O)c2ccccc21.O=C1c2ccccc2C(=O)c2ccccc21",
  "largest_force_ev_per_a": 5.2,
  "homo_energy_ev": -8.14,
  "multiplicity": 1,
  "species": ["C", "C", "C", "C", "N", "C", "C", "C", "C", "C", "C", "P", "N", "C", "C", "C", "C", "N", "C", "C", "P", "O", "C", "O", "C", "C", "C", "C", "C", "C", "C", "Br", "C", "S", "C", "S", "S", "C", "C", "C", "H", "H", "H", "H", "H", "H", "H", "H", "H", "H", "H", "H", "H", "H", "H", "H", "H", "H", "H", "H", "H", "H", "H", "H", "H", "H", "H", "H", "H", "H", "H", "H", "H", "H", "H", "H", "H", "H", "H", "H", "H", "H", "H", "H", "C", "C", "C", "C", "C", "C", "C", "O", "C", "C", "C", "C", "C", "C", "C", "O", "H", "H", "H", "H", "H", "H", "H", "H", "C", "C", "C", "C", "C", "C", "C", "O", "C", "C", "C", "C", "C", "C", "C", "O", "H", "H", "H", "H", "H", "H", "H", "H"],
  "coordinates": [[1.229, 0.243, -4.782], [2.037, 0.172, -3.330], [0.933, -0.307, -2.215], [1.029, -1.884, -1.777], [2.051, -1.960, -0.639], [1.356, -2.082, 0.702], [0.914, -0.608, 1.332], [-0.670, -0.222, 0.981], [-0.915, 1.287, 1.572], [-1.862, 2.253, 0.645], [-1.204, 3.677, 0.067], [0.607, 4.189, 0.393], [0.910, 5.772, 0.250], [-2.156, 4.703, -0.835], [-3.716, 4.328, -1.183], [-4.310, 2.907, -0.619], [-3.436, 1.815, 0.298], [-4.079, 0.528, 0.764], [-4.717, -0.258, -0.359], [-4.367, -1.843, -0.624], [-3.111, -2.867, 0.399], [-3.287, -2.639, 1.975], [-5.128, -2.578, -1.880], [-4.784, -4.010, -2.162], [-3.907, -4.090, -3.360], [-2.843, -2.851, -3.499], [-6.238, -1.878, -2.877], [-6.591, -0.282, -2.614], [-7.650, 0.522, -3.588], [-9.210, 0.036, -3.450], [-9.609, -1.220, -4.476], [-9.267, -0.756, -6.419], [-5.820, 0.476, -1.381], [-6.091, 2.331, -1.006], [2.791, -3.278, -0.859], [2.036, -4.828, -0.671], [4.622, -3.351, -1.386], [4.605, -3.537, -3.282], [5.680, -2.441, -3.903], [4.957, -1.529, -5.069], [1.157, -0.885, -5.163], [1.864, 0.920, -5.497], [0.123, 0.621, -4.616], [2.913, -0.606, -3.340], [2.413, 1.250, -3.034], [-0.192, -0.112, -2.560], [1.080, 0.399, -1.266], [-0.006, -2.342, -1.407], [1.385, -2.478, -2.748], [0.428, -2.814, 0.703], [2.157, -2.532, 1.452], [1.657, 0.253, 1.051], [0.966, -0.744, 2.515], [-0.941, -0.364, -0.149], [-1.320, -0.956, 1.622], [0.137, 1.732, 1.841], [-1.484, 1.159, 2.613], [1.413, 3.493, -0.618], [1.008, 3.730, 1.703], [0.006, 6.242, 0.028], [-1.737, 5.710, -1.279], [-4.456, 5.003, -1.827], [-3.457, -0.048, 1.370], [-1.744, -2.627, -0.056], [-3.361, -4.276, 0.173], [-3.251, -5.086, -3.307], [-4.515, -4.179, -4.375], [-3.315, -1.836, -3.873], [-1.936, -3.074, -4.220], [-2.373, -2.660, -2.419], [-6.713, -2.514, -3.754], [-7.209, 0.431, -4.689], [-7.644, 1.693, -3.359], [-9.879, 0.949, -3.830], [-9.568, -0.191, -2.360], [-9.067, -2.205, -4.139], [-10.797, -1.305, -4.387], [4.877, -4.638, -3.630], [3.479, -3.304, -3.595], [5.940, -1.708, -3.000], [6.665, -2.937, -4.322], [5.528, -1.716, -6.100], [5.000, -0.378, -4.772], [3.825, -1.783, -5.245], [-3.410, 11.633, 5.067], [-3.869, 10.494, 4.404], [-2.967, 9.666, 3.733], [-1.604, 9.984, 3.713], [-1.149, 11.136, 4.355], [-2.052, 11.956, 5.043], [0.280, 11.507, 4.299], [0.681, 12.516, 4.865], [1.216, 10.650, 3.544], [2.562, 11.022, 3.434], [3.457, 10.210, 2.733], [3.012, 9.024, 2.149], [1.671, 8.654, 2.252], [0.769, 9.475, 2.943], [-0.656, 9.093, 3.016], [-1.048, 8.053, 2.499], [-4.111, 12.273, 5.598], [-4.928, 10.249, 4.412], [-3.332, 8.776, 3.222], [-1.702, 12.849, 5.558], [2.917, 11.945, 3.889], [4.500, 10.503, 2.644], [3.711, 8.388, 1.609], [1.330, 7.729, 1.790], [6.103, -7.453, -0.736], [5.436, -6.319, -0.274], [4.944, -6.282, 1.032], [5.110, -7.387, 1.875], [5.755, -8.530, 1.405], [6.263, -8.559, 0.100], [5.892, -9.721, 2.269], [6.462, -10.724, 1.858], [5.324, -9.688, 3.631], [5.395, -10.829, 4.441], [4.873, -10.802, 5.736], [4.288, -9.636, 6.228], [4.210, -8.499, 5.422], [4.721, -8.529, 4.117], [4.602, -7.333, 3.260], [4.084, -6.309, 3.691], [6.494, -7.478, -1.751], [5.299, -5.462, -0.929], [4.429, -5.391, 1.388], [6.781, -9.443, -0.270], [5.854, -11.743, 4.065], [4.925, -11.691, 6.360], [3.887, -9.613, 7.239], [3.748, -7.594, 5.812]]
}

---

{
  "formula": "C10H40N18O10",
  "method": "ωB97M-V/def2-TZVPD",
  "smiles": "NC(N)=O.NC(N)=O.NC(N)=O.NC(N)=O.NC(N)=O.NC(N)=O.NC(N)=O.NC(N)=O.NC(N)=O.CO",
  "largest_force_ev_per_a": 4.1,
  "homo_energy_ev": -9.14,
  "multiplicity": 1,
  "species": ["C", "O", "N", "N", "H", "H", "H", "H", "C", "O", "N", "N", "H", "H", "H", "H", "C", "O", "N", "N", "H", "H", "H", "H", "C", "O", "N", "N", "H", "H", "H", "H", "C", "O", "N", "N", "H", "H", "H", "H", "C", "O", "N", "N", "H", "H", "H", "H", "C", "O", "N", "N", "H", "H", "H", "H", "C", "O", "N", "N", "H", "H", "H", "H", "C", "O", "N", "N", "H", "H", "H", "H", "C", "O", "H", "H", "H", "H"],
  "coordinates": [[-2.668, -0.566, -3.297], [-2.366, 0.522, -2.866], [-1.879, -1.251, -4.233], [-3.799, -1.116, -3.010], [-0.977, -0.775, -4.363], [-1.854, -2.232, -4.203], [-4.152, -1.961, -3.403], [-4.505, -0.620, -2.545], [-1.707, -3.970, -1.421], [-0.886, -4.832, -1.829], [-1.354, -2.661, -1.091], [-3.037, -4.285, -1.277], [-2.054, -1.983, -0.998], [-0.474, -2.418, -1.477], [-3.578, -3.564, -0.804], [-3.125, -5.275, -1.138], [1.312, 0.597, -3.448], [0.901, -0.555, -3.819], [0.568, 1.730, -3.441], [2.647, 0.684, -3.181], [0.857, 2.435, -2.850], [-0.410, 1.500, -3.386], [3.135, 1.519, -3.025], [2.970, -0.185, -2.872], [1.959, 4.797, 1.710], [2.526, 3.762, 2.075], [0.675, 4.763, 1.108], [2.424, 6.076, 2.039], [0.423, 5.527, 0.494], [0.357, 3.852, 0.853], [3.353, 6.069, 2.515], [1.683, 6.634, 2.407], [0.510, -1.370, 3.261], [1.670, -1.000, 3.164], [-0.020, -1.881, 4.452], [-0.415, -1.422, 2.313], [0.490, -1.670, 5.300], [-1.012, -1.905, 4.540], [-0.276, -0.951, 1.386], [-1.340, -1.857, 2.482], [-3.768, -0.199, 0.437], [-3.771, -1.371, 0.054], [-3.986, 0.103, 1.822], [-3.603, 0.896, -0.363], [-3.458, 0.860, 2.277], [-4.010, -0.696, 2.393], [-3.131, 0.718, -1.217], [-3.208, 1.792, 0.037], [1.957, -2.788, -1.520], [2.307, -1.641, -1.153], [1.690, -3.193, -2.802], [1.569, -3.741, -0.656], [1.571, -2.473, -3.485], [1.499, -4.173, -2.974], [1.653, -3.641, 0.331], [0.813, -4.356, -0.984], [0.113, 1.304, -0.178], [-0.561, 2.347, -0.198], [-0.410, 0.081, -0.632], [1.290, 1.234, 0.375], [-1.031, 0.197, -1.443], [0.217, -0.685, -0.684], [1.622, 1.928, 1.020], [1.879, 0.421, 0.163], [4.388, 0.750, 1.528], [4.994, 1.323, 0.597], [4.194, -0.625, 1.487], [3.994, 1.330, 2.652], [3.504, -1.000, 2.141], [4.006, -0.867, 0.556], [4.053, 2.342, 2.546], [3.402, 0.906, 3.331], [-0.915, 2.102, 3.400], [-1.883, 2.266, 2.396], [-1.105, 2.907, 4.123], [-1.068, 1.157, 3.966], [0.142, 2.225, 3.065], [-1.518, 2.101, 1.468]]
}